{
  "formula": "C4H7NOS",
  "method": "ωB97M-V with the def2-TZVPD basis set",
  "homo_ev": -8.71,
  "charge": 0,
  "e_above_lowest_kj_mol": 222.4,
  "smiles": "C=NS[C@H]1C[C@H]1O",
  "species": ["C", "C", "C", "C", "H", "H", "H", "H", "H", "H", "H", "N", "O", "S"],
  "positions_angstrom": [[-1.121, 0.892, 0.964], [-0.248, 2.110, 0.794], [0.411, 0.741, 0.945], [0.514, -2.483, -1.139], [-1.683, -0.432, -0.236], [-1.547, 0.714, 1.958], [-0.267, 2.507, -0.213], [-0.135, 2.803, 1.608], [0.902, 0.515, 1.883], [-0.179, -3.317, -1.212], [1.496, -2.583, -1.664], [0.125, -1.464, -0.473], [-1.887, 0.498, -0.128], [1.144, -0.093, -0.448]],
  "mulliken_charge": [0.058, -0.636, -0.247, -0.267, 0.405, 0.267, 0.269, 0.261, 0.376, 0.244, 0.200, -0.329, -0.522, -0.079]
}

***

{
  "formula": "C25H12Cl40F17IN2O2PS",
  "method": "ωB97M-V with the def2-TZVPD basis set",
  "homo_ev": -5.11,
  "charge": -1,
  "species": ["C", "C", "N", "C", "C", "C", "C", "C", "F", "F", "C", "F", "F", "C", "F", "F", "C", "F", "F", "C", "F", "F", "C", "F", "F", "C", "F", "F", "C", "F", "F", "F", "C", "O", "O", "N", "I", "P", "S", "H", "H", "H", "H", "H", "H", "H", "H", "H", "H", "H", "H", "C", "Cl", "Cl", "Cl", "Cl", "C", "Cl", "Cl", "Cl", "Cl", "C", "Cl", "Cl", "Cl", "Cl", "C", "Cl", "Cl", "Cl", "Cl", "C", "Cl", "Cl", "Cl", "Cl", "C", "Cl", "Cl", "Cl", "Cl", "C", "Cl", "Cl", "Cl", "Cl", "C", "Cl", "Cl", "Cl", "Cl", "C", "Cl", "Cl", "Cl", "Cl", "C", "Cl", "Cl", "Cl", "Cl"],
  "positions_angstrom": [[-7.651, 4.475, -1.721], [-6.557, 3.451, -1.275], [-6.830, 2.740, -0.254], [-5.230, 3.445, -2.087], [-4.927, 2.161, -2.952], [-4.556, 1.000, -1.971], [-3.844, -0.233, -2.645], [-2.331, -0.384, -2.325], [-1.726, 0.792, -1.967], [-1.727, -0.710, -3.535], [-1.952, -1.571, -1.374], [-2.578, -2.683, -1.895], [-0.618, -1.814, -1.516], [-2.426, -1.452, 0.118], [-3.536, -0.698, 0.310], [-2.792, -2.729, 0.498], [-1.340, -1.024, 1.174], [-1.975, -1.077, 2.402], [-0.364, -1.965, 1.255], [-0.776, 0.430, 1.048], [-1.708, 1.365, 0.791], [0.204, 0.380, 0.083], [-0.031, 0.926, 2.361], [0.629, -0.090, 3.016], [-0.987, 1.379, 3.230], [0.946, 2.149, 2.105], [0.842, 2.954, 3.217], [0.590, 2.929, 1.067], [2.489, 1.760, 2.053], [2.742, 0.678, 1.322], [2.969, 1.624, 3.309], [3.125, 2.851, 1.556], [-3.555, 2.504, -3.709], [-2.771, 3.337, -3.217], [-3.276, 1.945, -4.813], [-5.894, 1.819, -4.021], [-6.569, 3.389, -5.120], [-7.070, 0.625, -3.709], [-8.768, 1.206, -2.929], [-8.123, 4.827, -0.768], [-8.448, 4.018, -2.341], [-7.205, 5.387, -2.185], [-6.008, 2.153, -0.068], [-5.152, 4.396, -2.664], [-4.404, 3.514, -1.336], [-3.919, 1.457, -1.175], [-5.436, 0.593, -1.406], [-3.946, -0.124, -3.755], [-4.417, -1.160, -2.396], [-7.408, 0.079, -4.983], [-6.619, -0.471, -2.936], [0.946, 1.170, 6.951], [1.377, -0.161, 8.042], [0.865, 0.573, 5.289], [-0.630, 1.830, 7.420], [2.176, 2.443, 7.061], [4.092, -2.444, 5.636], [2.523, -3.084, 6.149], [3.878, -0.813, 4.981], [5.188, -2.382, 7.028], [4.780, -3.496, 4.391], [-1.854, 6.971, -4.845], [-1.317, 6.924, -6.537], [-0.654, 6.170, -3.825], [-2.033, 8.664, -4.334], [-3.404, 6.141, -4.694], [0.861, -5.932, 9.016], [0.165, -5.230, 7.547], [1.859, -4.718, 9.833], [-0.441, -6.453, 10.097], [1.865, -7.327, 8.584], [8.513, -2.141, 3.151], [8.933, -3.471, 4.245], [8.448, -2.746, 1.488], [6.935, -1.482, 3.602], [9.744, -0.870, 3.269], [6.279, -7.396, 3.302], [7.435, -8.709, 3.595], [7.153, -5.943, 2.792], [5.146, -7.882, 2.031], [5.385, -7.057, 4.792], [11.020, -2.331, -1.861], [10.938, -2.022, -0.120], [9.902, -1.247, -2.704], [12.671, -2.044, -2.440], [10.566, -4.013, -2.182], [-9.885, -1.792, -6.323], [-9.992, -1.374, -4.604], [-11.040, -0.810, -7.241], [-8.248, -1.482, -6.923], [-10.270, -3.512, -6.542], [0.366, 8.441, -10.447], [0.620, 7.282, -11.764], [1.936, 8.979, -9.825], [-0.536, 9.839, -11.058], [-0.551, 7.669, -9.146], [11.840, -6.656, 5.051], [12.531, -7.271, 6.563], [12.956, -6.984, 3.715], [10.293, -7.460, 4.737], [11.582, -4.909, 5.187]],
  "mulliken_charge": [-1.141, 0.303, -0.758, -0.691, 1.540, -1.832, -1.561, 0.936, -0.187, -0.392, 0.286, -0.329, -0.279, 0.632, -0.237, -0.346, 0.465, -0.337, -0.291, 0.551, -0.201, -0.321, 0.657, -0.319, -0.312, 0.538, -0.253, -0.270, 0.679, -0.211, -0.203, -0.266, 0.212, -0.674, -0.790, -0.319, 0.151, 0.587, -0.467, 0.390, 0.171, 0.247, 0.337, 0.429, 0.417, 0.381, 0.913, 0.679, 0.609, -0.148, 0.116, 0.261, -0.082, 0.086, -0.122, -0.123, 0.107, -0.008, 0.050, -0.108, 0.025, 0.283, -0.109, -0.075, -0.134, -0.017, 0.347, -0.073, -0.087, -0.102, -0.096, 0.182, -0.019, -0.066, 0.037, -0.128, 0.236, -0.105, 0.001, -0.095, -0.072, 0.315, -0.026, -0.094, -0.108, -0.102, 0.333, -0.044, -0.107, -0.111, -0.120, 0.359, -0.104, -0.107, -0.110, -0.055, 0.296, -0.102, -0.103, -0.011, -0.084]
}

***

{
  "formula": "C4H3BrO",
  "method": "ωB97M-V with the def2-TZVPD basis set",
  "homo_ev": -8.60,
  "charge": 0,
  "e_above_lowest_kj_mol": 114.6,
  "smiles": "C=CC(Br)=C=O",
  "species": ["C", "C", "C", "C", "O", "Br", "H", "H", "H"],
  "positions_angstrom": [[-0.625, -0.644, -0.063], [0.750, -0.622, -0.483], [1.157, 0.429, 0.213], [-1.009, 0.602, 0.271], [1.706, 1.155, 0.941], [1.680, -1.625, -1.784], [-1.146, -1.550, 0.205], [-0.644, 1.494, -0.208], [-1.869, 0.761, 0.907]],
  "mulliken_charge": [-0.114, -0.156, 0.605, -0.728, -0.383, -0.126, 0.343, 0.290, 0.269]
}

***

{
  "formula": "C3H4N3S",
  "method": "ωB97M-V with the def2-TZVPD basis set",
  "homo_ev": [-13.82, -13.82],
  "charge": 1,
  "e_above_lowest_kj_mol": 414.4,
  "species": ["C", "C", "C", "N", "N", "N", "S", "H", "H", "H", "H"],
  "positions_angstrom": [[0.366, -0.829, 0.010], [-0.677, 0.079, 0.486], [-0.675, 0.615, -1.216], [-1.769, -0.115, -0.251], [0.455, -0.268, -1.164], [-0.198, 1.258, 1.045], [-0.057, 2.216, -0.354], [1.128, -1.479, 0.325], [-2.626, 0.446, -0.180], [0.979, -0.438, -2.053], [0.689, 1.077, 1.545]],
  "mulliken_charge": [-0.580, 1.077, -0.123, -0.476, -0.033, -0.398, 0.086, 0.480, 0.316, 0.306, 0.345]
}

***

| no. | strongest force on any atom (hartree/bohr) |
| --- | --- |
| 1 | 0.0208 |
| 2 | 0.0604 |
| 3 | 0.0504 |
| 4 | 0.0646 |